1.
The following is a quantum chemistry calculation of a molecular structure, C38H104FLi2N9O10 at a distorted geometry, from OMol25.

Properties
E: -2870.292027 Ha
relative energy (zero: lowest compared OMol25 entry of this formula, charge and spin): 0.0 kcal per mole
HOMO-LUMO gap: 0.288 Ha

Each line ends with the Mulliken charge.
CARTESIAN COORDINATES (ANGSTROEM)
Li  1.3483  2.7140  0.1364  0.73
Li  0.6198  1.6444  -2.3298  0.70
F  1.0724  0.7198  -0.4467  -0.91
C  1.3721  5.7948  -2.8736  -1.36
C  0.4052  4.8516  -2.1112  -0.49
O  0.9239  3.5384  -1.7668  -0.56
H  1.9947  5.3287  -3.6373  0.25
H  2.0889  6.3137  -2.2372  0.30
H  0.7809  6.5568  -3.3815  0.37
H  -0.5816  4.8452  -2.5740  0.29
H  0.1277  5.3737  -1.1955  0.21
C  3.3914  -2.4939  -2.5787  -1.23
C  2.5611  -2.8278  -1.2948  0.30
C  3.3226  -2.5657  -0.0470  -1.21
O  2.7345  -3.1321  1.1340  -0.38
C  2.2065  -4.4529  1.1140  -0.65
N  1.3905  -1.9318  -1.3590  2.52
H  4.1021  -3.3119  -2.6963  0.51
H  3.9773  -1.5797  -2.4831  0.23
H  2.6698  -2.3658  -3.3855  -0.12
H  2.2704  -3.8750  -1.3783  0.69
H  3.6514  -1.5278  0.0050  0.35
H  4.2328  -3.1475  -0.1926  0.51
H  1.4165  -4.6055  0.3786  0.05
H  1.7703  -4.6371  2.0958  0.21
H  2.9938  -5.2004  1.0166  0.34
H  0.6769  -2.1498  -0.6783  -1.09
H  1.7205  -1.0268  -1.0554  -0.77
C  0.0136  -2.4383  -5.2985  -1.50
C  -0.8724  -2.9609  -4.1726  0.26
C  -0.4302  -4.2177  -3.4181  0.83
O  -0.5514  -5.2822  -4.2783  -0.46
C  -0.4318  -6.5559  -3.6016  -0.69
N  -1.0206  -1.8638  -3.2106  -0.01
H  -0.2915  -1.4879  -5.7364  0.25
H  -0.0083  -3.2587  -6.0158  0.59
H  1.0442  -2.2717  -4.9852  0.09
H  -1.8838  -3.1221  -4.5457  0.53
H  -1.0004  -4.3915  -2.5056  -0.44
H  0.5804  -4.0554  -3.0432  -0.12
H  -0.8378  -7.3115  -4.2741  0.32
H  -1.0329  -6.6476  -2.6969  0.24
H  0.6070  -6.8306  -3.4186  0.29
H  -1.3888  -2.3741  -2.4205  0.05
H  -0.0958  -1.6886  -2.8444  -0.22
C  -1.2457  1.2769  6.2095  -1.08
C  -1.0409  2.4987  5.3775  0.69
C  -0.5669  3.7739  6.1648  -1.07
O  -1.5874  4.1652  7.0794  -0.37
C  -1.1657  5.1064  7.9747  -0.78
N  -0.1863  2.1192  4.2332  0.23
H  -1.8542  1.5702  7.0649  0.54
H  -0.2751  0.9289  6.5630  0.13
H  -1.8333  0.4493  5.8122  -0.01
H  -2.0318  2.7551  5.0026  0.24
H  -0.3852  4.6599  5.5565  0.44
H  0.3608  3.3878  6.5871  0.41
H  -0.3579  4.7587  8.6186  0.33
H  -1.9854  5.4757  8.5909  0.27
H  -0.7136  6.0041  7.5531  0.30
H  -0.6747  1.5563  3.5516  -0.94
H  0.4809  1.4557  4.6004  -0.11
C  -1.5972  -5.0360  0.5354  -1.22
C  -2.5821  -3.9323  0.0752  0.51
C  -3.6000  -3.4445  1.0498  -0.71
O  -4.4151  -4.5422  1.3469  -0.42
C  -5.5435  -4.2475  2.1841  -0.79
N  -1.6419  -2.8780  -0.2698  -0.01
H  -2.0473  -6.0177  0.6821  0.44
H  -1.2070  -4.7897  1.5229  0.28
H  -0.8521  -5.2449  -0.2323  0.11
H  -3.1434  -4.1590  -0.8313  0.42
H  -4.2267  -2.7589  0.4795  0.53
H  -3.2783  -2.9652  1.9744  0.03
H  -5.3245  -4.2143  3.2514  0.28
H  -6.2721  -5.0455  2.0414  0.28
H  -6.0480  -3.3347  1.8671  0.31
H  -0.9346  -2.8951  0.4509  -0.63
H  -2.0350  -1.9492  -0.3230  0.16
C  3.4806  1.6646  -3.5058  -1.21
C  2.5353  0.9409  -4.4991  0.35
C  3.3141  -0.1561  -5.3061  -0.60
O  4.3305  0.4266  -6.1706  -0.45
C  5.2250  -0.5798  -6.6545  -0.78
N  1.5189  0.2872  -3.6757  1.52
H  2.9676  2.3313  -2.8127  0.14
H  4.3576  2.0885  -3.9951  0.55
H  3.9224  0.8941  -2.8739  0.02
H  2.1230  1.5785  -5.2812  0.59
H  2.5424  -0.5781  -5.9499  0.27
H  3.6691  -0.9935  -4.7055  0.25
H  5.9206  -0.1720  -7.3879  0.31
H  4.7548  -1.4583  -7.0964  0.33
H  5.8246  -1.0087  -5.8517  0.29
H  0.8493  -0.2386  -4.2192  -0.53
H  1.9107  -0.3138  -2.9649  -0.85
C  -0.2618  -2.3946  3.8486  -1.86
C  0.2763  -1.2369  2.9680  2.91
C  1.6143  -0.6529  3.4677  -0.78
O  1.4470  -0.1434  4.8396  -0.42
C  2.5416  0.2181  5.5851  -1.04
N  0.3504  -1.6794  1.5749  1.68
H  -0.6048  -1.9673  4.7909  0.29
H  0.5156  -3.1430  4.0020  0.28
H  -1.1811  -2.8029  3.4289  0.16
H  -0.4527  -0.4317  3.0591  -1.59
H  1.8867  0.1968  2.8417  0.08
H  2.4679  -1.3300  3.4357  0.78
H  3.3727  -0.4872  5.5861  0.42
H  2.2750  0.3350  6.6356  0.29
H  2.9478  1.1951  5.3234  0.29
H  0.4605  -0.8033  1.0845  -1.02
H  1.2828  -2.0183  1.3855  -0.28
C  -1.5658  2.1891  -4.6394  -1.45
C  -2.3304  1.6962  -3.3845  0.33
C  -3.6531  0.9073  -3.7502  -0.54
O  -4.3762  1.7230  -4.6975  -0.39
C  -5.6517  1.1276  -5.1771  -0.77
N  -1.3621  0.9125  -2.6180  0.68
H  -1.2764  1.4053  -5.3395  0.21
H  -0.6435  2.6758  -4.3222  0.18
H  -2.1785  2.9613  -5.1044  0.52
H  -2.5481  2.5878  -2.7965  0.32
H  -4.3413  0.7860  -2.9136  0.44
H  -3.4719  -0.1034  -4.1157  0.24
H  -6.2067  0.7687  -4.3104  0.29
H  -5.3487  0.3106  -5.8320  0.31
H  -6.1773  1.7736  -5.8803  0.26
H  -1.7370  0.6022  -1.7330  -0.33
H  -1.1630  0.0174  -3.0413  0.28
C  -2.3686  2.7704  0.5242  -1.02
C  -2.1705  1.4969  1.3164  3.06
C  -3.3405  1.1248  2.2456  -1.46
O  -2.9592  -0.0473  2.9902  0.31
C  -4.0012  -0.5405  3.8370  -1.10
N  -1.8372  0.3244  0.4693  -0.26
H  -2.3176  3.5527  1.2815  0.39
H  -3.2933  2.8079  -0.0516  0.43
H  -1.5554  2.8406  -0.1982  -0.25
H  -1.3276  1.6581  1.9885  -1.74
H  -4.1425  0.8998  1.5426  0.56
H  -3.5103  1.9892  2.8875  0.32
H  -4.4690  0.1528  4.5359  0.31
H  -3.5538  -1.3801  4.3690  0.35
H  -4.8527  -0.9707  3.3096  0.26
H  -0.8896  0.4298  0.1363  -0.11
H  -1.7981  -0.3915  1.1806  -0.11
C  1.9983  5.0931  3.2831  -1.44
C  2.0625  4.2049  2.0183  0.15
C  3.2160  3.1554  2.1121  -0.23
O  3.3369  2.4423  0.8863  0.11
C  4.5856  1.7392  0.6450  -0.72
N  0.8014  3.4796  1.9329  0.14
H  1.1761  5.8038  3.1995  0.42
H  2.8783  5.7276  3.3879  0.48
H  1.8114  4.4837  4.1674  0.16
H  2.2364  4.7971  1.1199  0.32
H  2.9669  2.4405  2.8963  -0.30
H  4.0846  3.7510  2.3930  0.43
H  4.5680  1.3138  -0.3585  -0.02
H  4.5323  0.9095  1.3498  0.30
H  5.5181  2.3020  0.6880  0.34
H  0.1117  4.2145  1.8680  0.18
H  0.5210  2.9385  2.7383  0.14



2.
The following is a quantum chemistry calculation of a molecular structure, C44H36IrN8, from OMol25.

Properties
E: -2240.541319 Ha
net charge: +1
HOMO-LUMO gap: 0.255 Ha

Each line ends with the Mulliken charge.
CARTESIAN COORDINATES (ANGSTROEM)
Ir  -0.6730  1.4568  0.0653  0.23
N  -4.2568  -6.4349  -5.5501  -0.49
C  -3.8767  -5.5407  -4.9383  -0.19
C  -3.3986  -4.4199  -4.1732  0.58
C  -3.8664  -3.1391  -4.4522  -1.01
C  -3.3996  -2.0639  -3.7174  -0.32
C  -2.4758  -2.2545  -2.6915  0.14
C  -2.0210  -3.5436  -2.4148  -0.11
C  -2.4708  -4.6217  -3.1542  -1.09
C  -1.9648  -1.0967  -1.9178  1.42
C  -1.3429  -0.0828  -2.6256  -0.52
C  -1.0583  -0.0005  -4.0235  -0.75
C  -0.4516  1.2077  -4.2380  -1.58
C  -0.3554  1.8291  -2.9677  -0.43
N  -0.8652  1.0692  -2.0151  0.70
C  -2.1461  -1.1256  -0.5149  -0.37
C  -2.8870  -2.0856  0.2054  -0.50
C  -2.8076  -1.7682  1.5487  -1.83
C  -2.0246  -0.6172  1.6379  -0.40
N  -1.6308  -0.2215  0.4161  0.68
H  -4.5905  -2.9912  -5.2412  0.47
H  -3.7742  -1.0699  -3.9238  0.54
H  -1.2922  -3.6978  -1.6296  0.69
H  -2.1121  -5.6198  -2.9443  0.48
H  -1.2796  -0.7555  -4.7592  0.68
H  -0.1016  1.6126  -5.1728  0.52
H  0.0720  2.7974  -2.7425  0.59
H  -3.4306  -2.9052  -0.2333  0.75
H  -3.2557  -2.2903  2.3769  0.49
H  -1.7501  -0.0581  2.5173  0.61
C  5.7838  -0.6948  0.9123  -1.41
C  5.0963  -1.1160  2.1816  0.51
C  5.8052  -1.6881  3.2303  -0.73
C  5.1773  -2.0815  4.4025  -0.76
C  3.8068  -1.9270  4.5314  -0.89
C  3.0716  -1.3761  3.4929  -0.11
C  3.7163  -0.9529  2.3348  0.40
N  3.0041  -0.4029  1.2330  0.26
C  1.8953  0.3869  1.2610  0.66
N  1.6945  1.0667  2.3973  0.05
C  0.6361  1.9066  2.8012  1.73
C  -0.4885  2.1235  1.9989  -1.71
C  -1.4999  2.9028  2.5962  0.18
C  -1.3780  3.4587  3.8535  -1.47
C  -0.2183  3.2520  4.5880  -0.70
C  0.7995  2.4679  4.0824  0.96
C  2.0415  2.2175  4.8989  -1.53
N  1.1429  0.5246  0.1854  0.29
C  1.5334  -0.2892  -0.9388  -0.85
C  1.1318  -1.6193  -0.9946  0.16
C  1.5178  -2.4187  -2.0581  -1.02
C  2.3088  -1.8832  -3.0646  -0.95
C  2.7215  -0.5617  -2.9920  -1.11
C  2.3514  0.2572  -1.9282  1.71
C  2.8426  1.6754  -1.8343  -1.39
H  6.8630  -0.7862  1.0130  0.43
H  5.5509  0.3411  0.6585  0.27
H  5.4824  -1.3185  0.0649  0.32
H  6.8751  -1.8186  3.1253  0.40
H  5.7550  -2.5168  5.2063  0.41
H  3.3002  -2.2526  5.4300  0.44
H  1.9944  -1.3062  3.5745  0.63
H  3.2509  -0.7626  0.3235  0.21
H  2.4253  0.9426  3.0809  0.01
H  -2.4307  3.0739  2.0761  0.28
H  -2.1851  4.0500  4.2659  0.46
H  -0.1098  3.6927  5.5710  0.38
H  1.9726  2.7330  5.8540  0.40
H  2.9429  2.5804  4.3966  0.39
H  2.1836  1.1552  5.1195  0.32
H  0.5248  -2.0179  -0.1893  0.57
H  1.2041  -3.4535  -2.1010  0.51
H  2.6044  -2.4940  -3.9072  0.46
H  3.3534  -0.1537  -3.7716  0.47
H  3.2647  2.0015  -2.7833  0.46
H  3.6184  1.7755  -1.0708  0.20
H  2.0401  2.3605  -1.5579  0.15
N  -7.0889  1.2594  -0.1100  -0.47
C  -6.0983  1.8341  -0.1831  -0.32
C  -4.8564  2.5508  -0.2754  0.04
C  -4.8311  3.9252  -0.4864  -0.24
C  -3.6016  4.5503  -0.5836  -0.92
C  -2.4547  3.7934  -0.4452  -0.16
N  -2.4800  2.4742  -0.2162  0.30
C  -3.6623  1.8562  -0.1483  0.43
H  -5.7548  4.4802  -0.5754  0.54
H  -3.5252  5.6133  -0.7581  0.46
H  -1.4757  4.2518  -0.5053  0.46
H  -3.6577  0.7879  0.0105  0.45



3.
The following is a quantum chemistry calculation of a molecular structure, C20H34Cl8O9 at a distorted geometry, from OMol25.

Properties
E: -5140.549877 Ha
relative energy (zero: lowest compared OMol25 entry of this formula, charge and spin): 404.7 kcal per mole
HOMO-LUMO gap: 0.339 Ha

Each line ends with the Mulliken charge.
CARTESIAN COORDINATES (ANGSTROEM)
C  -1.1231  0.5601  -1.6806  -1.75
C  -1.0845  -0.3192  -0.3357  2.28
C  0.0235  0.0787  0.6304  0.16
O  -0.6904  0.2653  1.8893  -0.61
C  -1.9938  0.2824  1.6380  0.56
O  -2.8516  0.5322  2.4626  -0.69
O  -2.1591  0.1147  0.3267  -0.36
H  -1.0391  1.6422  -1.5803  0.11
H  -2.1392  0.6290  -2.0692  0.91
H  -0.4429  0.0392  -2.3544  0.13
H  -1.1210  -1.3931  -0.5189  0.16
H  0.5739  0.9831  0.3712  -2.12
H  0.6190  -0.7808  0.9382  -0.30
C  4.6960  -1.3207  0.0641  -1.34
C  3.5609  -1.3291  -1.0392  0.17
C  2.2762  -2.2399  -0.9079  -0.75
O  1.1706  -1.3411  -1.0712  -0.15
C  1.6079  -0.0476  -1.1201  1.18
O  0.9041  0.9294  -1.2382  -0.53
O  2.9524  -0.0472  -1.0081  -0.53
H  4.4184  -1.0415  1.0805  0.20
H  5.4961  -0.6158  -0.1620  0.41
H  4.9776  -2.3681  0.1724  0.40
H  3.9667  -1.5761  -2.0203  0.32
H  2.3034  -2.8003  0.0266  -0.16
H  2.2560  -3.1475  -1.5112  0.70
C  -5.7595  1.9565  0.3151  -1.72
C  -4.2255  2.1206  0.4495  0.51
C  -3.4263  2.1590  -0.7923  0.78
O  -2.6547  3.2525  -0.6115  -0.29
C  -2.9900  3.9525  0.4358  0.71
O  -2.3691  4.9459  0.8745  -0.64
O  -3.8847  3.3115  1.0514  -0.38
H  -6.1301  2.3297  -0.6396  0.38
H  -6.4462  2.3773  1.0496  0.35
H  -6.0212  0.9055  0.1921  0.38
H  -3.8805  1.4509  1.2373  0.04
H  -4.0834  2.2872  -1.6524  0.50
H  -2.8285  1.2493  -0.8491  -0.79
Cl  2.8155  1.3284  1.0011  -0.12
C  1.8703  1.0061  2.4990  0.22
C  2.6788  0.4442  3.6384  -0.81
Cl  2.7172  -1.3792  3.6782  -0.20
H  0.9477  0.4426  2.3603  0.16
H  1.4757  1.9704  2.8190  0.14
H  2.2185  0.7658  4.5726  0.51
H  3.6507  0.9260  3.7450  0.43
Cl  -0.0527  -3.5287  -1.7366  -0.32
C  0.0004  -2.0271  -2.7664  -0.01
C  -1.2430  -2.0400  -3.6052  -0.52
Cl  -1.0922  -0.6756  -4.8917  -0.22
H  0.9209  -2.1911  -3.3266  0.50
H  0.2405  -1.1639  -2.1457  -0.12
H  -2.1135  -1.8146  -2.9890  0.22
H  -1.5227  -2.9527  -4.1313  0.49
Cl  -0.0019  -2.1062  1.5320  0.29
C  0.8493  -3.5458  2.0125  -0.74
C  0.9816  -4.7214  1.0555  -0.45
Cl  2.3583  -4.3973  -0.0910  -0.25
H  0.3301  -3.7524  2.9484  0.62
H  1.9085  -3.3364  2.1621  0.13
H  0.1210  -4.8574  0.4006  0.32
H  1.2042  -5.6510  1.5792  0.43
Cl  -0.2877  4.6132  -1.4037  -0.16
C  1.0322  3.4947  -0.9128  -0.47
C  0.6705  2.6066  0.2748  1.96
Cl  0.6914  3.5449  1.7459  -0.32
H  1.9551  4.0551  -0.7638  0.52
H  1.2242  2.9348  -1.8281  0.14
H  1.3530  1.7585  0.3301  0.21
H  -0.3605  2.2623  0.1937  -0.83